1.
Molecular formula: C11H20N6O5PSTi
Method: DFT, wB97M-V/def2-TZVPD

The geometry in ORCA input format:
```
! RIJCOSX wB97M-V def2-TZVPD def2/J DEFGRID3
* xyz 1 1
Ti 1.091 -1.294 -0.715
N 0.887 -2.909 -2.241
N 0.827 -2.396 -3.548
C 0.161 -1.238 -3.734
N 0.065 -0.734 -4.946
S -0.567 -0.457 -2.392
H 1.776 -3.385 -2.093
H 0.123 -3.562 -2.071
H 1.133 -2.983 -4.311
H 0.525 -1.162 -5.736
H -0.195 0.246 -5.038
N 2.358 0.258 -1.125
C 2.078 1.314 -1.565
C 1.701 2.498 -2.124
C 1.727 3.697 -1.372
N 1.743 4.644 -0.718
C 1.084 2.381 -3.393
N 0.564 2.181 -4.402
O 2.399 -2.401 -0.110
O 1.103 -2.627 0.505
C 1.615 -0.688 3.571
C 2.008 0.354 2.555
O 0.848 0.983 1.923
P -0.144 0.233 0.966
O -1.176 -0.440 1.959
C -2.259 -1.266 1.454
C -3.001 -1.829 2.637
O -0.857 1.373 0.149
C -1.225 2.703 0.667
C -2.290 2.614 1.728
H 2.513 -1.035 4.083
H 1.145 -1.552 3.100
H 0.936 -0.270 4.313
H 2.637 -0.060 1.763
H 2.536 1.190 3.006
H -1.824 -2.061 0.839
H -2.901 -0.645 0.827
H -2.334 -2.417 3.265
H -3.809 -2.474 2.292
H -3.432 -1.027 3.234
H -1.569 3.231 -0.218
H -0.312 3.173 1.023
H -3.178 2.104 1.356
H -2.580 3.627 2.013
H -1.931 2.107 2.623
*
```

Values from the calculation:
Gap between HOMO and LUMO (eV): 7.31
Energy above the lowest of the compared OMol25 structures with the same formula, charge and spin (kJ/mol): 60.3
Calculated total energy (Ha): -2724.698809
LUMO (hartree): -0.1595

---

2.
Molecular formula: C11H21AgF6O9S2
Method: DFT, wB97M-V/def2-TZVPD

The geometry in ORCA input format:
```
! RIJCOSX wB97M-V def2-TZVPD def2/J DEFGRID3
* xyz -3 2
Ag 0.621 -0.284 0.119
C -0.147 -2.871 2.438
C 1.323 -2.600 2.257
C 2.174 -3.590 2.952
O 1.720 -2.390 0.869
H -0.472 -3.892 2.238
H -0.737 -2.077 1.981
H -0.488 -2.777 3.469
H 1.395 -1.586 2.650
H 3.207 -3.242 2.927
H 1.955 -4.607 2.625
H 2.067 -3.672 4.034
C 3.394 -0.352 -4.353
C 2.873 0.085 -2.909
C 1.994 1.346 -3.011
O 2.242 -0.824 -2.093
H 3.327 0.406 -5.134
H 2.717 -1.162 -4.628
H 4.429 -0.685 -4.276
H 3.725 0.417 -2.317
H 2.596 2.078 -3.549
H 1.684 1.799 -2.069
H 1.094 1.120 -3.583
C -3.340 -1.104 -2.269
C -2.595 -1.239 -0.943
C -3.274 -2.267 -0.060
O -1.280 -1.556 -0.987
H -3.009 -0.163 -2.710
H -4.430 -1.121 -2.233
H -2.940 -1.818 -2.988
H -2.724 -0.317 -0.377
H -2.812 -2.339 0.925
H -3.416 -3.232 -0.548
H -4.273 -1.876 0.131
C 0.716 1.665 3.892
F 0.195 0.859 4.827
F 2.006 1.783 4.110
F 0.548 1.115 2.742
S -0.040 3.501 3.830
O -1.421 3.445 3.333
O 0.013 4.127 5.149
O 0.677 4.222 2.797
C -1.799 3.230 -2.053
F -1.072 2.658 -2.988
F -2.000 4.530 -2.443
F -3.009 2.565 -1.914
S -0.966 3.182 -0.286
O -0.335 1.885 -0.052
O -0.027 4.293 -0.169
O -2.086 3.330 0.649
*
```

Values from the calculation:
Gap between HOMO and LUMO (alpha / beta) (eV): 5.05 / 4.24
Calculated total energy (Ha): -2651.177598
LUMO (alpha / beta) (hartree): 0.2328 / 0.2062

---

3.
Molecular formula: C11H21AlB2Br4CaF7IInNO13S
Method: DFT, wB97M-V/def2-TZVPD

The geometry in ORCA input format:
```
! RIJCOSX wB97M-V def2-TZVPD def2/J DEFGRID3
* xyz 0 1
O 5.190 0.946 2.039
C 4.293 0.936 2.892
F 3.031 1.551 2.501
N 4.388 0.315 4.225
C 3.316 0.913 5.026
O 2.363 0.262 5.611
F 3.327 2.386 5.226
In 4.243 -1.831 4.112
I 5.416 -3.116 6.377
B 5.441 -2.623 2.301
O 6.886 -2.426 2.265
O 4.781 -3.331 1.233
H 2.528 -2.263 3.854
H 7.162 -2.070 3.141
H 3.862 -2.984 1.205
Al 1.344 1.568 4.311
C 7.522 -6.264 7.341
O 7.753 -5.718 8.446
O 7.661 -7.602 7.399
O 7.193 -5.763 6.239
H 7.902 -7.579 8.348
Br 4.728 2.151 6.596
F 6.214 -0.867 7.513
C -1.824 5.055 2.849
Br -2.929 5.125 4.441
Br 0.042 4.734 3.280
Br -2.494 3.772 1.561
H -1.878 6.036 2.380
O -4.845 2.827 6.025
H -5.786 3.041 5.998
H -4.435 3.503 5.468
C -3.512 1.439 -2.509
C -4.768 1.480 -3.382
C -5.864 2.182 -2.576
S -5.024 3.296 -1.456
O -5.253 2.845 -0.100
O -5.268 4.660 -1.867
C -3.366 2.839 -1.930
H -2.630 1.148 -3.083
H -3.647 0.711 -1.702
H -4.559 2.048 -4.294
H -5.082 0.479 -3.685
H -6.533 2.753 -3.220
H -6.438 1.472 -1.978
H -2.707 2.878 -1.063
H -3.030 3.547 -2.691
Ca 7.237 3.144 6.391
C -2.276 -2.035 -7.069
O -2.237 -0.822 -6.310
C -1.714 0.226 -6.962
O -1.292 0.226 -8.092
O -1.741 1.285 -6.128
C -1.212 2.485 -6.686
H -2.716 -2.809 -6.441
H -2.900 -1.914 -7.957
H -1.267 -2.349 -7.346
H -1.792 2.794 -7.559
H -0.159 2.356 -6.949
H -1.285 3.267 -5.928
B -2.272 -6.064 -5.526
F -3.007 -5.957 -4.298
F -2.444 -7.377 -6.074
F -2.758 -5.087 -6.461
F -0.879 -5.828 -5.272
*
```

Values from the calculation:
Gap between HOMO and LUMO (eV): 3.09
Energy above the lowest of the compared OMol25 structures with the same formula, charge and spin (kJ/mol): 404.6
Calculated total energy (Ha): -14315.326636
LUMO (hartree): -0.2094

---

4.
Molecular formula: C11H21Br2NO4
Method: DFT, wB97M-V/def2-TZVPD

The geometry in ORCA input format:
```
! RIJCOSX wB97M-V def2-TZVPD def2/J DEFGRID3
* xyz 0 1
C 5.668 -1.121 -0.987
C 4.391 -0.575 -0.351
C 3.554 0.240 -1.337
C 2.358 0.949 -0.685
C 1.053 0.160 -0.797
C -0.130 1.024 -0.368
N -1.471 0.421 -0.333
C -1.612 -0.862 0.344
C -1.695 -2.100 -0.529
O -2.394 -3.035 -0.279
O -0.895 -2.047 -1.623
C -2.291 0.549 -1.465
O -3.483 0.477 -1.408
O -1.674 0.774 -2.648
H 5.451 -1.985 -1.619
H 6.138 -0.367 -1.622
H 6.389 -1.441 -0.234
H 3.792 -1.414 0.015
H 4.651 0.058 0.501
H 4.199 0.964 -1.841
H 3.183 -0.439 -2.113
H 2.581 1.120 0.373
H 2.221 1.932 -1.144
H 0.955 -0.199 -1.827
H 1.128 -0.731 -0.167
H -0.188 1.896 -1.021
H 0.062 1.396 0.643
H -2.529 -0.862 0.928
H -0.790 -0.961 1.053
H -1.258 -2.663 -2.276
H -0.742 0.529 -2.582
Br -3.014 -0.463 3.713
C -4.759 0.370 3.512
C -4.681 1.640 2.705
Br -3.889 3.099 3.716
H -5.139 0.536 4.515
H -5.379 -0.360 2.997
H -5.679 1.972 2.431
H -4.079 1.519 1.809
*
```

Values from the calculation:
Gap between HOMO and LUMO (eV): 10.05
SMILES: CCCCCCN(CC(=O)O)C(=O)O.BrCCBr
Calculated total energy (Ha): -5935.512767
LUMO (hartree): 0.0163

---

5.
Molecular formula: C11H21Cl13
Method: DFT, wB97M-V/def2-TZVPD

The geometry in ORCA input format:
```
! RIJCOSX wB97M-V def2-TZVPD def2/J DEFGRID3
* xyz 0 1
Cl -0.397 0.534 0.394
C -1.382 1.859 1.006
Cl -1.484 3.092 -0.270
Cl -0.730 2.594 2.520
H -2.385 1.489 1.220
Cl 1.498 -2.317 0.691
C 2.996 -1.360 0.662
C 2.972 -0.257 1.694
Cl 3.017 -1.115 3.261
H 3.067 -0.885 -0.316
H 3.856 -2.005 0.841
H 2.128 0.432 1.653
H 3.883 0.342 1.687
Cl 0.405 -1.130 5.419
C -0.180 -2.438 4.334
C -0.896 -1.731 3.170
Cl -1.495 -3.033 2.128
H -0.849 -3.114 4.864
H 0.661 -3.057 4.021
H -0.184 -1.147 2.587
H -1.706 -1.065 3.467
Cl -4.325 0.325 -0.421
C -5.309 -1.024 -1.171
C -4.525 -2.393 -1.158
Cl -2.862 -2.305 -1.818
H -5.465 -0.651 -2.184
H -6.304 -1.091 -0.731
H -5.064 -3.088 -1.801
H -4.525 -2.855 -0.170
Cl 1.898 1.308 -3.566
C 0.683 0.112 -3.962
C 0.752 -1.155 -2.983
Cl 2.308 -1.941 -3.282
H 0.727 -0.136 -5.023
H -0.278 0.620 -3.886
H -0.033 -1.889 -3.162
H 0.741 -0.931 -1.917
Cl 2.845 5.983 -1.188
C 1.858 4.470 -1.287
C 2.685 3.248 -0.815
Cl 3.002 3.283 0.969
H 1.655 4.295 -2.343
H 0.924 4.671 -0.762
H 3.622 3.164 -1.366
H 2.196 2.292 -1.003
*
```

Values from the calculation:
Gap between HOMO and LUMO (eV): 10.64
SMILES: ClC(Cl)Cl.ClCCCl.ClCCCl.ClCCCl.ClCCCl.ClCCCl
Energy above the lowest of the compared OMol25 structures with the same formula, charge and spin (kJ/mol): 2.4
Calculated total energy (Ha): -6414.226568
LUMO (hartree): 0.0130

---

6.
Molecular formula: C11H21N2O
Method: DFT, wB97M-V/def2-TZVPD

The geometry in ORCA input format:
```
! RIJCOSX wB97M-V def2-TZVPD def2/J DEFGRID3
* xyz 1 1
C 0.448 1.195 -0.865
C 1.295 2.031 -0.093
C -0.258 -0.070 -0.635
C 1.435 3.979 -1.957
C 1.073 -1.880 -1.738
C -2.481 -0.769 2.112
C -0.074 -1.636 2.293
C -1.541 -2.685 0.661
C 1.866 3.406 -0.610
C -0.098 -0.923 -1.843
C -1.293 -1.330 1.364
N 1.828 1.452 0.963
N -0.874 -0.351 0.424
O 2.675 2.191 1.659
H 0.185 1.638 -1.964
H 1.827 3.441 -2.827
H 2.020 4.840 -2.029
H 0.389 4.304 -1.964
H 0.946 -2.827 -1.314
H 1.755 -1.251 -1.130
H 1.597 -2.015 -2.715
H -2.169 0.258 2.539
H -3.395 -0.893 1.557
H -2.634 -1.360 3.048
H -0.341 -2.508 2.874
H 0.866 -1.925 1.706
H 0.184 -0.671 2.841
H -0.601 -3.109 0.161
H -1.850 -3.530 1.405
H -2.348 -2.622 -0.075
H 1.350 4.011 0.234
H 2.959 3.585 -0.338
H -1.062 -1.387 -1.838
H 0.024 -0.395 -2.753
H 2.926 1.627 2.422
*
```

Values from the calculation:
Gap between HOMO and LUMO (alpha / beta) (eV): 5.53 / 6.24
Energy above the lowest of the compared OMol25 structures with the same formula, charge and spin (kJ/mol): 662.1
Calculated total energy (Ha): -616.015741
LUMO (alpha / beta) (hartree): -0.2466 / -0.2350

---

7.
Molecular formula: C11H21N2O
Method: DFT, wB97M-V/def2-TZVPD

The geometry in ORCA input format:
```
! RIJCOSX wB97M-V def2-TZVPD def2/J DEFGRID3
* xyz 1 1
C -1.494 -3.441 2.275
C -1.757 -2.240 1.197
C -0.632 -1.192 0.784
C -0.724 -0.086 0.020
O -2.008 0.265 -0.480
N 0.353 0.714 -0.473
C -0.257 2.020 -0.967
C 0.438 3.228 -1.484
C 1.258 1.171 0.663
C 0.433 1.985 1.698
C 1.160 0.223 -1.686
C 1.702 -1.203 -1.527
C 0.783 -2.311 -1.633
N 0.071 -3.179 -1.642
H -0.484 -3.783 1.997
H -1.414 -3.028 3.354
H -2.217 -4.145 2.204
H -2.602 -1.535 1.461
H -1.838 -2.834 0.182
H 0.301 -1.640 0.944
H -2.571 -0.409 -0.084
H -0.986 1.578 -1.764
H -0.902 2.325 -0.185
H 0.757 3.193 -2.594
H -0.222 4.105 -1.505
H 1.384 3.467 -0.979
H 1.668 0.316 1.262
H 2.013 1.829 0.335
H 0.956 1.847 2.700
H 0.317 2.996 1.288
H -0.492 1.386 1.773
H 1.941 0.874 -1.850
H 0.394 0.224 -2.552
H 2.577 -1.394 -2.172
H 2.094 -1.327 -0.558
*
```

Values from the calculation:
Gap between HOMO and LUMO (eV): 10.46
SMILES: CC/C=C(\O)[N+](CC)(CC)CCC#N
Energy above the lowest of the compared OMol25 structures with the same formula, charge and spin (kJ/mol): 428.7
Calculated total energy (Ha): -616.104607
LUMO (hartree): -0.0934

---

8.
Molecular formula: C11H21N2O2
Method: DFT, wB97M-V/def2-TZVPD

The geometry in ORCA input format:
```
! RIJCOSX wB97M-V def2-TZVPD def2/J DEFGRID3
* xyz -1 1
C 1.371 -0.378 0.825
C 1.654 -1.183 -0.441
C 0.486 -1.880 -1.075
O 0.528 -2.126 -2.232
O -0.526 -2.253 -0.309
C -1.840 -2.246 -0.958
C -2.923 -1.793 0.088
N -3.463 -0.486 -0.109
C -2.462 0.541 -0.056
C -2.776 1.590 1.024
C -2.442 1.283 -1.415
C -1.211 2.174 -1.664
H 0.631 0.398 0.699
H 1.099 -0.999 1.672
H 2.298 0.122 1.095
H 2.163 -0.562 -1.157
H 2.367 -1.956 -0.160
H -1.883 -1.539 -1.769
H -2.087 -3.252 -1.277
H -2.476 -1.951 1.096
H -3.763 -2.484 -0.016
H -1.473 0.143 0.203
H -2.706 1.148 2.011
H -2.009 2.377 1.004
H -3.745 2.050 0.865
H -3.329 1.914 -1.418
H -2.578 0.574 -2.219
H -1.110 2.313 -2.741
H -0.277 1.736 -1.329
H -1.343 3.167 -1.244
C 5.996 0.323 2.036
C 4.936 1.130 1.438
N 4.104 1.749 0.974
H 5.658 -0.081 2.988
H 6.252 -0.499 1.371
H 6.878 0.937 2.202
*
```

Values from the calculation:
Gap between HOMO and LUMO (eV): 3.57
Energy above the lowest of the compared OMol25 structures with the same formula, charge and spin (kJ/mol): 0.0
Calculated total energy (Ha): -691.670153
LUMO (hartree): 0.0813

---

9.
Molecular formula: C11H21N3O3
Method: DFT, wB97M-V/def2-TZVPD

The geometry in ORCA input format:
```
! RIJCOSX wB97M-V def2-TZVPD def2/J DEFGRID3
* xyz 0 1
N -3.402 -2.335 0.796
C -3.506 -1.741 -0.554
C -2.293 -0.781 -0.747
C -2.312 0.174 0.490
C -1.883 1.779 0.456
C -0.586 1.825 -0.538
N 0.291 0.765 -0.449
C 0.847 0.558 0.689
O 0.740 1.211 1.773
C 1.855 -0.598 0.604
C 3.306 -0.225 0.971
C 4.173 -0.881 -0.064
C 3.276 -1.039 -1.275
N 1.967 -1.354 -0.676
C -0.185 3.348 -0.393
O -0.495 4.081 -1.321
O 0.181 3.684 0.792
H -3.705 -3.390 0.794
H -4.024 -1.912 1.404
H -4.350 -1.255 -0.804
H -3.568 -2.592 -1.313
H -2.323 -0.169 -1.596
H -1.355 -1.372 -0.674
H -1.955 -0.326 1.373
H -3.359 0.304 0.617
H -2.694 2.351 -0.114
H -1.688 2.104 1.429
H -0.820 1.924 -1.611
H 0.507 0.233 -1.260
H 1.491 -1.199 1.375
H 3.565 0.832 0.805
H 3.826 -0.435 1.897
H 4.362 -1.852 0.449
H 4.984 -0.216 -0.188
H 3.517 -1.788 -2.006
H 3.211 -0.201 -1.908
H 1.995 -2.366 -0.546
H 0.408 2.852 1.320
*
```

Values from the calculation:
Gap between HOMO and LUMO (eV): 9.82
SMILES: NCCCC[C@H](NC(=O)[C@@H]1CCCN1)C(=O)O
Energy above the lowest of the compared OMol25 structures with the same formula, charge and spin (kJ/mol): 342.2
Calculated total energy (Ha): -821.660740
LUMO (hartree): 0.0225

---

10.
Molecular formula: C11H21N5O5
Method: DFT, wB97M-V/def2-TZVPD

The geometry in ORCA input format:
```
! RIJCOSX wB97M-V def2-TZVPD def2/J DEFGRID3
* xyz 0 1
H -5.255 0.051 1.301
N -4.492 0.654 1.833
C -4.052 1.265 0.679
N -3.378 2.382 0.907
N -4.645 1.010 -0.704
C -4.797 -0.493 -1.049
C -3.467 -1.386 -0.301
C -2.428 -1.409 -1.395
C -1.017 -1.312 -1.010
N -0.537 -1.969 0.247
C -0.735 0.128 -0.638
O -1.763 0.851 -0.743
N 0.446 0.558 -0.289
C 1.666 -0.231 -0.177
C 2.703 0.693 -0.568
C 4.114 -0.062 -0.291
C 5.340 0.769 -0.374
O 5.459 1.957 -0.504
O 6.482 0.014 -0.406
C 1.803 -0.887 1.140
O 2.692 -1.718 1.593
O 0.836 -0.387 1.958
H -3.460 2.423 2.001
H -2.390 2.355 0.551
H -4.177 1.507 -1.563
H -5.824 -0.917 -0.778
H -4.732 -0.351 -2.348
H -3.865 -2.313 0.108
H -3.168 -0.797 0.604
H -2.680 -2.273 -2.164
H -2.512 -0.511 -2.129
H -0.221 -1.484 -1.693
H -0.889 -3.066 0.308
H -0.808 -1.231 1.194
H 0.684 1.648 -0.659
H 1.870 -1.021 -0.888
H 2.915 1.812 0.010
H 2.554 0.795 -1.765
H 3.966 -0.556 0.768
H 4.176 -0.820 -1.111
H 6.505 -0.884 0.295
H 1.119 -0.993 2.712
*
```

Values from the calculation:
Gap between HOMO and LUMO (eV): 8.42
SMILES: [H]/N=C(/N)NCCC[C@H](N)C(=O)N[C@@H](CCC(=O)O)C(=O)O
Energy above the lowest of the compared OMol25 structures with the same formula, charge and spin (kJ/mol): 943.0
Calculated total energy (Ha): -1081.472496
LUMO (hartree): 0.0019

---

11.
Molecular formula: C11H21N5O5
Method: DFT, wB97M-V/def2-TZVPD

The geometry in ORCA input format:
```
! RIJCOSX wB97M-V def2-TZVPD def2/J DEFGRID3
* xyz 0 1
H -5.826 -0.949 -3.173
N -5.932 -1.656 -2.370
C -4.767 -1.861 -1.861
N -4.571 -2.459 -0.615
N -3.550 -1.457 -2.449
C -2.419 -0.919 -1.715
C -1.224 -0.796 -2.622
C -0.015 -0.011 -2.081
C 0.926 -0.894 -1.222
N 0.187 -1.275 -0.055
C 2.248 -0.214 -0.976
O 3.166 -0.422 -1.784
N 2.450 0.693 -0.035
C 1.534 1.453 0.808
C 1.473 1.012 2.260
C 2.818 1.167 3.047
C 2.792 0.398 4.416
O 1.854 -0.194 4.860
O 3.926 0.494 5.119
C 1.988 2.877 0.674
O 3.143 3.142 0.394
O 1.114 3.835 0.984
H -5.499 -2.829 -0.363
H -3.945 -3.295 -0.786
H -3.839 -1.048 -3.320
H -2.220 -1.611 -0.881
H -2.639 0.003 -1.240
H -0.857 -1.813 -3.040
H -1.587 -0.273 -3.488
H -0.344 0.877 -1.436
H 0.536 0.403 -2.978
H 1.137 -1.779 -1.838
H 0.090 -0.478 0.641
H 0.695 -1.988 0.466
H 3.375 1.148 -0.170
H 0.524 1.339 0.377
H 1.203 -0.027 2.358
H 0.702 1.682 2.702
H 3.086 2.265 3.171
H 3.559 0.702 2.400
H 4.486 1.283 4.773
H 0.221 3.475 1.046
*
```

Values from the calculation:
Gap between HOMO and LUMO (eV): 8.95
SMILES: [H]/N=C(/N)NCCC[C@H](N)C(=O)N[C@@H](CCC(=O)O)C(=O)O
Energy above the lowest of the compared OMol25 structures with the same formula, charge and spin (kJ/mol): 209.9
Calculated total energy (Ha): -1081.751705
LUMO (hartree): -0.0046